The following is a DFT calculation (ωB97M-V/def2-TZVPD) of a gas-phase ion, C5H11N2OS (charge +1).

Element x y z (Å)
C: 1.604 0.957 0.004
C: -0.609 0.049 -0.110
C: 0.243 -1.241 0.465
C: 0.311 -2.347 -0.504
C: -1.856 0.297 0.714
N: 0.257 1.159 -0.049
N: 2.469 1.950 -0.275
O: -2.515 1.452 0.278
S: 2.042 -0.631 0.639
H: -0.917 -0.187 -1.080
H: -0.141 -1.535 1.477
H: 0.920 -1.927 -1.360
H: -0.704 -2.547 -0.730
H: 0.917 -3.184 -0.124
H: -1.705 0.489 1.803
H: -2.310 -0.644 0.597
H: -0.115 2.076 -0.295
H: 2.119 2.758 -0.811
H: 3.387 1.575 -0.511
H: -3.398 1.484 -0.127

Computed properties:
Electronic energy in eV: -21219.55107
HOMO in Eh: -0.511
HOMO-LUMO gap in Ha: 0.3786
Relative energy (zero: lowest compared OMol25 entry of this formula, charge and spin) in kcal/mol: 6.1
Total charge: +1

=====

The following is a DFT calculation (ωB97M-V/def2-TZVPD) of 7 unconnected molecules or ions with the total composition C36H45N7O13.

Element x y z (Å)
C: 3.962 2.425 0.957
C: 3.698 1.249 -0.068
C: 2.836 1.987 -1.277
C: 2.893 1.072 -2.547
C: 4.377 0.820 -2.964
C: 5.184 0.134 -1.872
N: 5.005 0.811 -0.553
O: 5.931 0.541 0.303
C: 6.671 0.339 -2.173
C: 4.903 -1.419 -1.593
C: 2.868 0.064 0.663
H: 4.849 2.140 1.718
H: 3.201 2.339 1.484
H: 4.018 3.392 0.532
H: 3.390 2.999 -1.656
H: 1.864 1.991 -0.932
H: 2.374 1.622 -3.297
H: 2.281 0.039 -2.567
H: 4.662 1.897 -3.369
H: 4.254 0.110 -4.002
H: 7.149 1.428 -2.354
H: 6.725 -0.177 -3.216
H: 7.325 -0.357 -1.622
H: 5.563 -1.815 -0.843
H: 4.982 -1.985 -2.352
H: 3.767 -1.680 -1.273
H: 3.503 -0.467 1.405
H: 2.275 -0.548 -0.067
H: 1.763 0.323 1.172
N: -1.119 0.600 -0.132
O: -1.448 -0.424 0.528
O: -0.951 0.383 -1.445
O: -0.713 1.676 0.430
C: -4.791 0.143 4.080
C: -4.045 0.649 2.831
C: -4.052 2.031 2.454
C: -5.079 2.968 3.148
C: -5.902 2.389 4.321
C: -5.619 0.975 4.824
N: -5.399 4.338 2.540
O: -4.824 4.637 1.426
O: -6.265 5.104 3.058
H: -4.954 -0.919 4.532
H: -3.487 -0.126 2.247
H: -3.456 2.539 1.719
H: -6.705 2.997 4.783
H: -6.081 0.445 5.582
C: -4.420 3.427 -2.353
C: -4.588 4.881 -2.737
C: -3.403 5.559 -3.464
C: -2.075 4.806 -3.897
C: -2.005 3.372 -3.387
C: -3.265 2.708 -2.746
N: -0.940 5.408 -4.483
O: 0.118 4.668 -4.602
O: -1.087 6.449 -5.012
H: -5.193 2.892 -1.879
H: -5.548 5.393 -2.563
H: -3.506 6.574 -3.539
H: -1.092 2.822 -3.504
H: -3.008 1.791 -2.277
C: -4.309 -3.927 1.162
C: -3.482 -2.792 0.623
C: -3.163 -2.625 -0.865
C: -3.455 -3.828 -1.729
C: -4.471 -4.878 -1.150
C: -4.824 -4.835 0.279
N: -3.084 -3.833 -3.161
O: -2.547 -2.848 -3.676
O: -3.549 -4.783 -3.855
H: -4.335 -3.851 2.154
H: -3.136 -2.077 1.232
H: -2.639 -1.749 -1.173
H: -4.461 -5.830 -1.785
H: -5.491 -5.786 0.619
C: 1.081 -2.739 3.657
C: 0.152 -1.612 3.316
C: 0.570 -0.145 3.481
C: 1.889 0.131 4.028
C: 2.606 -1.003 4.669
C: 2.237 -2.481 4.358
N: 2.310 1.553 4.329
O: 1.458 2.324 4.833
O: 3.539 1.840 4.286
H: 0.789 -3.796 3.558
H: -0.702 -1.890 2.715
H: -0.068 0.647 3.354
H: 3.653 -0.954 5.130
H: 2.764 -3.123 4.772
C: 2.791 -4.077 -2.416
O: 4.044 -4.410 -2.365
N: 2.115 -3.821 -1.352
C: 0.680 -3.451 -1.389
C: 2.591 -3.932 0.065
H: 2.298 -4.174 -3.279
H: 0.116 -3.869 -0.451
H: 0.131 -3.908 -2.181
H: 0.468 -2.215 -1.186
H: 2.170 -3.121 0.642
H: 3.701 -3.784 0.061
H: 2.237 -4.809 0.577

Computed properties:
Electronic energy in eV: -75073.94974
HOMO in Eh: -0.321
HOMO-LUMO gap in Ha: 0.1615
Relative energy (zero: lowest compared OMol25 entry of this formula, charge and spin) in kcal/mol: 0.0

=====

The following is a DFT calculation (ωB97M-V/def2-TZVPD) of a molecular structure, C20H32N6S4SbSeTi.

Element x y z (Å)
Ti: 0.090 0.399 -0.296
S: -4.333 1.282 -0.820
Sb: -2.455 2.121 -1.751
S: -0.825 2.491 0.157
S: -1.090 0.035 -2.215
C: 1.977 1.675 -2.839
N: 1.976 0.952 -1.563
C: 2.081 1.661 -0.379
N: 2.222 3.004 -0.403
S: 2.307 0.710 1.024
H: 2.093 0.948 -3.637
H: 2.796 2.396 -2.857
H: 1.012 2.162 -2.971
H: 2.529 0.104 -1.512
H: 1.701 3.488 -1.124
H: 2.049 3.418 0.503
C: 3.689 -4.952 0.677
C: 2.605 -5.400 1.650
C: 2.411 -4.430 2.813
C: 1.772 -3.103 2.422
N: 0.425 -3.274 1.878
C: 0.033 -3.061 0.607
Se: 1.037 -2.271 -0.765
N: -1.263 -3.401 0.497
C: -2.066 -3.307 -0.738
C: -1.785 -4.455 -1.689
C: -2.149 -5.833 -1.145
C: -3.648 -6.084 -1.063
C: -1.735 -3.813 1.740
C: -2.998 -4.202 2.169
C: -3.132 -4.502 3.512
C: -2.049 -4.415 4.400
C: -0.795 -4.026 3.968
C: -0.663 -3.730 2.618
H: 3.879 -5.709 -0.083
H: 4.629 -4.774 1.205
H: 3.416 -4.034 0.157
H: 2.865 -6.380 2.057
H: 1.655 -5.541 1.125
H: 3.381 -4.202 3.264
H: 1.812 -4.900 3.596
H: 2.344 -2.571 1.661
H: 1.678 -2.447 3.292
H: -1.845 -2.339 -1.189
H: -3.107 -3.287 -0.415
H: -0.729 -4.416 -1.962
H: -2.351 -4.257 -2.604
H: -1.693 -5.968 -0.158
H: -1.697 -6.591 -1.788
H: -4.153 -5.400 -0.379
H: -3.867 -7.095 -0.718
H: -4.119 -5.959 -2.040
H: -3.842 -4.250 1.498
H: -4.100 -4.804 3.889
H: -2.201 -4.656 5.443
H: 0.035 -3.949 4.657
N: -0.659 -0.186 2.634
C: -1.656 -0.401 3.503
C: -2.791 -0.665 2.771
C: -2.382 -0.575 1.435
N: -1.089 -0.285 1.361
H: 0.289 0.116 2.795
H: -1.486 -0.349 4.565
H: -3.779 -0.861 3.142
H: -2.960 -0.628 0.522

Computed properties:
Electronic energy in eV: -168545.16318
Spin multiplicity: 2
HOMO (alpha / beta) in Eh: -0.240 / -0.243
HOMO-LUMO gap (alpha / beta) in Ha: 0.2441 / 0.2266
Relative energy (zero: lowest compared OMol25 entry of this formula, charge and spin) in kcal/mol: 21.0

=====

The following is a DFT calculation (ωB97M-V/def2-TZVPD) of a molecular structure, C4H7NO2.

Element x y z (Å)
C: -1.358 -0.946 0.415
C: -0.251 -0.065 -0.925
C: 0.168 1.279 -0.369
N: 1.191 0.893 0.604
C: 1.733 -0.333 0.158
O: 2.651 -0.942 0.619
O: 0.945 -0.801 -0.967
H: -1.378 -1.054 1.559
H: -1.221 -1.984 0.117
H: -2.363 -0.595 0.183
H: -0.700 0.063 -1.958
H: -0.686 1.706 0.135
H: 0.527 2.024 -1.106
H: 0.741 0.753 1.535

Computed properties:
Electronic energy in eV: -9844.76145
HOMO in Eh: -0.375
HOMO-LUMO gap in Ha: 0.4021
Relative energy (zero: lowest compared OMol25 entry of this formula, charge and spin) in kcal/mol: 58.1